# 1
Density functional theory data (ωB97M-V/def2-TZVPD) for a molecular structure, C29H75N6O13V in a non-equilibrium geometry.

Structure (XYZ):
```
124
Properties=species:S:1:pos:R:3:lowdin_charge:R:1
O 0.394 -0.679 -0.911 -0.342
V -0.626 0.555 -0.752 0.888
O -1.142 0.516 0.789 -0.361
O -1.551 1.294 -5.047 0.112
C -0.549 1.458 -4.215 -0.816
O 0.361 2.164 -4.695 -0.014
O -0.551 1.053 -3.002 -0.103
H -0.932 1.635 -5.696 0.092
C 3.493 -2.010 -3.087 -0.108
O 4.539 -1.562 -2.234 -0.172
C 4.181 -1.748 -0.853 -0.181
C 5.391 -1.466 0.133 -0.162
N 5.591 -0.018 0.255 -0.088
C 6.773 0.338 1.014 -0.203
C 6.995 1.828 1.145 -0.238
O 7.511 2.376 -0.039 -0.166
C 6.474 2.925 -0.873 -0.086
H 3.224 -3.064 -3.033 0.072
H 3.698 -1.824 -4.142 0.091
H 2.578 -1.463 -2.860 0.076
H 3.922 -2.791 -0.668 0.103
H 3.320 -1.163 -0.529 0.107
H 6.306 -1.957 -0.198 0.114
H 5.148 -1.878 1.112 0.107
H 5.547 0.377 -0.674 0.100
H 7.651 -0.143 0.582 0.120
H 6.765 -0.054 2.031 0.112
H 7.798 2.055 1.847 0.125
H 6.140 2.345 1.580 0.103
H 6.981 3.409 -1.707 0.086
H 5.926 3.704 -0.343 0.088
H 5.833 2.214 -1.395 0.076
C -6.170 -3.271 -5.109 -0.113
O -4.909 -2.670 -5.255 -0.207
C -3.956 -3.017 -4.239 -0.175
C -2.546 -2.391 -4.628 -0.155
N -1.561 -2.421 -3.581 -0.092
C -1.232 -3.742 -3.036 -0.194
C -0.037 -3.799 -2.071 -0.164
O 0.601 -5.139 -2.197 -0.202
C 1.577 -5.286 -1.143 -0.097
H -6.841 -2.955 -5.908 0.088
H -6.573 -2.936 -4.154 0.085
H -6.033 -4.348 -5.204 0.088
H -3.869 -4.031 -3.849 0.111
H -4.453 -2.469 -3.439 0.098
H -2.743 -1.349 -4.879 0.113
H -2.086 -2.912 -5.468 0.118
H -0.629 -2.215 -3.910 0.119
H -1.061 -4.400 -3.888 0.120
H -2.084 -4.169 -2.507 0.109
H -0.342 -3.574 -1.049 0.101
H 0.775 -3.117 -2.326 0.096
H 1.094 -4.925 -0.235 0.078
H 2.408 -4.616 -1.362 0.058
H 1.891 -6.311 -0.948 0.087
C -5.552 0.760 3.475 -0.064
C -4.747 0.801 4.790 -0.426
C -3.260 0.478 4.603 -0.222
O -3.077 -0.818 4.132 -0.184
C -1.757 -1.351 4.154 -0.098
N -4.909 2.134 5.325 0.024
H -5.713 -0.268 3.149 0.073
H -4.864 1.217 2.764 0.062
H -6.438 1.393 3.442 0.073
H -5.175 0.035 5.436 0.137
H -2.765 0.584 5.569 0.123
H -2.768 1.176 3.926 0.125
H -1.164 -0.910 3.353 0.067
H -1.744 -2.412 3.903 0.086
H -1.220 -1.303 5.101 0.085
H -5.871 2.440 5.305 0.066
H -4.511 2.786 4.664 0.068
C 2.274 -0.334 2.489 -0.041
C 2.955 1.039 2.759 -0.391
C 4.046 0.966 3.844 -0.175
O 4.557 2.310 3.936 -0.192
C 5.449 2.391 5.014 -0.127
N 3.454 1.497 1.471 0.052
H 1.639 -0.620 3.327 0.067
H 2.927 -1.182 2.281 0.070
H 1.565 -0.213 1.669 0.051
H 2.121 1.647 3.110 0.134
H 4.856 0.298 3.550 0.117
H 3.589 0.571 4.751 0.126
H 4.991 1.924 5.886 0.081
H 5.830 3.355 5.351 0.090
H 6.329 1.778 4.820 0.082
H 4.233 0.971 1.100 0.030
H 3.779 2.421 1.715 0.062
C 1.302 4.233 0.910 -0.052
C 0.249 3.243 0.493 -0.406
C -0.782 3.775 -0.567 -0.110
O -1.686 2.673 -0.910 -0.283
C -2.756 3.032 -1.778 -0.056
N 0.948 2.146 -0.117 0.044
H 1.739 3.988 1.878 0.079
H 0.841 5.216 1.005 0.080
H 2.061 4.410 0.148 0.090
H -0.294 2.922 1.382 0.139
H -0.277 4.206 -1.432 0.138
H -1.317 4.614 -0.121 0.127
H -2.350 3.601 -2.614 0.099
H -3.409 3.672 -1.185 0.097
H -3.193 2.139 -2.227 0.087
H 1.741 1.790 0.397 0.050
H 1.360 2.561 -0.941 0.115
C -3.110 -2.135 0.406 -0.026
C -3.641 -1.197 -0.686 -0.396
C -4.489 -0.034 -0.034 -0.164
O -5.170 0.691 -1.035 -0.208
C -6.128 1.678 -0.692 -0.099
N -2.536 -0.706 -1.394 0.049
H -2.387 -2.870 0.051 0.071
H -3.940 -2.633 0.907 0.085
H -2.631 -1.497 1.148 0.060
H -4.336 -1.751 -1.317 0.127
H -3.800 0.644 0.470 0.113
H -5.224 -0.486 0.631 0.118
H -7.042 1.256 -0.273 0.082
H -6.523 1.978 -1.662 0.088
H -5.727 2.503 -0.103 0.085
H -2.826 -0.100 -2.149 0.089
H -2.139 -1.480 -1.906 0.053
```

Computed properties:
Kohn-Sham gap (hartree): 0.320

=====

# 2
Density functional theory data (ωB97M-V/def2-TZVPD) for 10 unconnected molecules or ions with the total composition C29H77IO10PS in a non-equilibrium geometry.

Structure (XYZ):
```
119
Properties=species:S:1:pos:R:3:lowdin_charge:R:1
O -0.570 1.977 3.656 0.033
C -0.784 2.651 2.737 -0.960
I 0.399 2.690 0.969 1.047
C -2.063 3.557 2.813 -0.351
P -3.486 2.372 2.766 0.713
S -5.314 3.404 2.793 0.517
H -2.120 4.302 2.004 0.084
H -2.105 4.074 3.787 0.109
H -3.316 1.616 1.581 0.034
H -3.322 1.547 3.901 0.032
H -5.794 3.113 1.544 -0.105
C -2.671 3.056 -3.263 -0.048
C -2.969 4.104 -2.205 -0.479
C -1.783 5.031 -1.986 -0.064
O -3.303 3.452 -0.968 -0.103
H -1.827 2.427 -2.959 0.086
H -3.528 2.394 -3.401 0.058
H -2.432 3.520 -4.220 0.091
H -3.840 4.689 -2.504 0.142
H -0.911 4.468 -1.640 0.047
H -2.011 5.771 -1.216 0.078
H -1.516 5.555 -2.904 0.087
H -2.541 2.930 -0.695 0.032
C 2.972 -0.187 0.773 -0.079
C 3.121 -0.252 -0.736 -0.489
C 4.340 -1.065 -1.138 -0.055
O 3.232 1.076 -1.259 -0.077
H 3.840 0.296 1.230 0.076
H 2.098 0.409 1.037 -0.028
H 2.863 -1.183 1.206 0.082
H 2.225 -0.695 -1.176 0.138
H 5.255 -0.611 -0.746 0.085
H 4.440 -1.094 -2.225 0.067
H 4.272 -2.089 -0.766 0.082
H 4.022 1.476 -0.877 0.087
C -11.054 1.992 3.574 -0.058
C -9.705 1.935 2.876 -0.496
C -8.756 0.981 3.585 -0.069
O -9.130 3.244 2.837 -0.074
H -10.944 2.354 4.600 0.084
H -11.721 2.686 3.061 0.084
H -11.527 1.009 3.601 0.084
H -9.841 1.617 1.841 0.139
H -8.572 1.309 4.612 0.083
H -7.788 0.956 3.079 0.056
H -9.161 -0.032 3.612 0.082
H -9.006 3.540 3.747 0.084
C 5.625 0.664 -5.787 -0.058
C 6.729 0.178 -4.859 -0.507
C 7.186 1.282 -3.918 -0.061
O 7.836 -0.282 -5.630 -0.051
H 5.976 1.489 -6.412 0.083
H 5.311 -0.135 -6.461 0.075
H 4.756 1.003 -5.220 0.082
H 6.370 -0.674 -4.276 0.121
H 7.592 2.127 -4.482 0.083
H 7.983 0.923 -3.265 0.081
H 6.361 1.641 -3.299 0.073
H 8.164 0.460 -6.151 0.089
C 5.672 -1.848 4.630 -0.064
C 5.821 -1.912 3.119 -0.498
C 7.038 -2.731 2.719 -0.060
O 5.940 -0.589 2.593 -0.070
H 6.542 -1.370 5.086 0.060
H 4.801 -1.249 4.904 0.080
H 5.559 -2.846 5.059 0.084
H 4.923 -2.351 2.678 0.129
H 7.954 -2.281 3.113 0.084
H 7.140 -2.761 1.632 0.077
H 6.966 -3.755 3.091 0.082
H 6.731 -0.190 2.975 0.090
C 8.434 -0.366 8.932 -0.063
C 8.056 0.599 7.819 -0.493
C 7.487 1.893 8.380 -0.065
O 7.093 -0.015 6.959 -0.073
H 7.557 -0.634 9.527 0.081
H 8.832 -1.293 8.516 0.080
H 9.184 0.069 9.594 0.082
H 8.933 0.818 7.209 0.139
H 6.579 1.698 8.958 0.081
H 7.211 2.572 7.571 0.078
H 8.209 2.395 9.026 0.081
H 6.310 -0.215 7.486 0.089
C 4.071 -4.090 -3.653 -0.070
C 4.222 -4.147 -5.165 -0.495
C 5.443 -4.958 -5.569 -0.060
O 4.333 -2.821 -5.679 -0.059
H 4.941 -3.608 -3.196 0.074
H 3.197 -3.496 -3.380 0.075
H 3.962 -5.089 -3.226 0.080
H 3.327 -4.587 -5.608 0.138
H 6.356 -4.507 -5.172 0.083
H 5.544 -4.981 -6.655 0.081
H 5.375 -5.985 -5.203 0.080
H 5.122 -2.421 -5.293 0.064
C -5.975 -0.956 -4.000 -0.062
C -6.186 0.549 -4.001 -0.490
C -7.501 0.920 -4.669 -0.060
O -5.105 1.187 -4.687 -0.071
H -5.935 -1.342 -5.023 0.085
H -5.025 -1.210 -3.526 0.082
H -6.776 -1.464 -3.466 0.052
H -6.177 0.922 -2.975 0.135
H -7.510 0.594 -5.713 0.083
H -7.637 2.003 -4.672 0.079
H -8.348 0.463 -4.154 0.081
H -5.102 0.866 -5.597 0.092
C -9.206 -3.205 -0.464 -0.061
C -7.903 -3.227 -1.248 -0.492
C -6.900 -4.186 -0.626 -0.061
O -7.346 -1.911 -1.290 -0.078
H -9.034 -2.867 0.563 0.077
H -9.913 -2.507 -0.915 0.081
H -9.665 -4.195 -0.431 0.084
H -8.101 -3.523 -2.280 0.140
H -6.653 -3.879 0.395 0.079
H -5.967 -4.184 -1.193 0.080
H -7.290 -5.204 -0.599 0.083
H -7.167 -1.637 -0.383 0.084
```

Computed properties:
Total charge: +1
Kohn-Sham gap (hartree): 0.273

=====

Here are the calculated electronic energy numbers, same order: -3400.4371, -2940.4472 (hartree).
Here are the calculated energy relative to the best compared isomer or geometry (same formula, charge and spin) numbers, same order: 295.9, 85.0 (kJ/mol).
Here are the calculated HOMO energy numbers, same order: -8.635, -11.274 (eV).